A molecular structure, C60H158AlB2N10O20 in a non-equilibrium geometry, computed with ωB97M-V/def2-TZVPD.

Calculated values
E_LUMO   -6.70 eV
HOMO   -9.8 eV

```
! RIJCOSX wB97M-V def2-TZVPD def2/J DEFGRID3
* xyz 1 1
Al -12.209 18.176 15.481
B -9.563 18.534 14.157
H -10.360 19.010 13.606
H -9.754 17.473 14.105
H -8.627 18.752 13.666
H -9.573 18.875 15.181
B -13.910 15.760 14.736
H -13.280 15.731 15.611
H -13.256 16.168 13.981
H -14.314 14.776 14.557
H -14.730 16.434 14.929
C -17.605 23.567 13.232
O -18.322 22.358 13.625
C -18.244 22.041 15.020
C -18.711 20.558 15.220
N -17.938 19.596 14.413
C -18.390 18.215 14.601
C -17.940 17.377 13.399
O -18.477 17.895 12.200
C -18.160 16.990 11.165
H -17.479 24.389 13.936
H -18.215 24.032 12.457
H -16.604 23.352 12.859
H -18.868 22.656 15.670
H -17.250 22.231 15.426
H -19.766 20.458 14.966
H -18.562 20.313 16.272
H -18.027 19.887 13.450
H -19.477 18.175 14.519
H -17.955 17.801 15.511
H -18.255 16.346 13.557
H -16.859 17.392 13.257
H -18.774 16.105 11.330
H -17.119 16.677 11.078
H -18.447 17.517 10.255
C -9.417 13.469 11.841
O -9.841 14.245 12.905
C -9.775 13.658 14.218
C -10.767 14.497 15.110
N -10.261 15.773 15.787
C -9.200 15.569 16.825
C -9.587 14.492 17.913
O -10.615 14.923 18.844
C -10.884 14.061 19.897
H -8.342 13.324 11.939
H -9.633 13.886 10.857
H -9.864 12.475 11.850
H -8.723 13.674 14.502
H -10.114 12.628 14.103
H -11.324 13.930 15.856
H -11.637 14.690 14.482
H -9.675 16.157 15.059
H -8.957 16.514 17.311
H -8.317 15.298 16.247
H -8.642 14.385 18.447
H -9.848 13.500 17.546
H -11.612 14.536 20.555
H -10.009 13.771 20.479
H -11.279 13.111 19.537
C -8.879 19.518 17.634
O -10.208 19.023 17.841
C -10.308 18.377 19.158
C -11.760 17.934 19.416
N -12.080 17.046 18.313
C -13.418 16.431 18.615
C -14.543 17.436 18.604
O -14.600 18.097 17.310
C -15.739 18.981 17.169
H -8.840 20.084 16.703
H -8.159 18.717 17.474
H -8.648 20.260 18.399
H -9.991 19.024 19.976
H -9.608 17.553 19.294
H -12.416 18.795 19.545
H -11.649 17.367 20.340
H -11.462 16.257 18.434
H -13.412 15.836 19.528
H -13.615 15.643 17.888
H -14.418 18.133 19.433
H -15.517 17.026 18.870
H -15.811 19.138 16.093
H -15.724 19.891 17.769
H -16.700 18.486 17.308
C -18.976 10.486 4.242
O -18.770 11.421 5.271
C -17.975 10.999 6.325
C -18.064 12.179 7.292
N -17.691 11.819 8.686
C -17.663 12.995 9.497
C -16.800 12.820 10.756
O -16.926 14.019 11.558
C -15.647 14.380 12.093
H -18.020 10.147 3.842
H -19.601 10.973 3.494
H -19.646 9.677 4.533
H -16.980 10.669 6.026
H -18.476 10.111 6.712
H -19.107 12.492 7.346
H -17.405 13.000 7.012
H -16.823 11.305 8.734
H -18.669 13.225 9.846
H -17.327 13.907 9.004
H -15.784 12.527 10.492
H -17.084 11.978 11.386
H -15.797 15.137 12.863
H -14.891 14.682 11.369
H -15.263 13.538 12.669
C -17.699 20.833 20.080
O -18.182 19.560 19.660
C -19.597 19.358 19.723
C -20.008 17.899 19.465
N -19.696 17.431 18.154
C -19.909 16.012 18.009
C -18.990 15.421 16.965
O -17.611 15.658 17.046
C -16.844 14.761 16.254
H -16.612 20.778 20.025
H -17.835 20.878 21.160
H -18.007 21.766 19.607
H -20.043 20.021 18.982
H -19.878 19.500 20.767
H -21.053 17.735 19.727
H -19.419 17.280 20.142
H -18.708 17.561 17.988
H -20.978 15.816 17.927
H -19.568 15.458 18.883
H -19.295 15.658 15.945
H -19.167 14.347 16.916
H -15.808 14.834 16.585
H -16.975 15.002 15.199
H -17.103 13.722 16.460
C -17.594 11.853 14.178
O -17.964 11.389 15.503
C -19.327 11.349 15.915
C -19.486 10.307 17.080
N -18.781 10.830 18.308
C -18.636 9.787 19.282
C -17.719 10.213 20.545
O -18.632 10.727 21.510
C -17.959 11.043 22.681
H -17.947 12.883 14.150
H -18.012 11.279 13.351
H -16.525 11.744 13.994
H -19.966 11.069 15.078
H -19.713 12.283 16.323
H -19.025 9.367 16.778
H -20.550 10.123 17.230
H -17.927 11.268 17.995
H -18.090 8.979 18.794
H -19.563 9.378 19.682
H -17.065 11.027 20.233
H -17.098 9.386 20.890
H -18.635 11.542 23.375
H -17.070 11.652 22.516
H -17.662 10.111 23.163
C -11.062 21.817 14.668
O -12.317 21.127 14.582
C -13.464 21.771 14.097
C -14.720 20.899 14.307
N -14.541 19.469 13.973
C -14.459 19.434 12.506
C -13.925 18.105 11.916
O -12.584 17.977 12.461
C -11.843 16.935 11.851
H -11.204 22.808 15.098
H -10.473 21.988 13.767
H -10.480 21.118 15.268
H -13.333 22.019 13.044
H -13.578 22.717 14.627
H -15.618 21.308 13.842
H -14.983 20.960 15.363
H -15.456 19.055 14.075
H -13.857 20.282 12.178
H -15.508 19.572 12.242
H -13.971 18.199 10.831
H -14.512 17.262 12.280
H -11.464 17.368 10.925
H -12.460 16.038 11.795
H -10.956 16.584 12.379
C -13.477 12.690 17.079
O -13.953 11.387 17.417
C -15.086 11.068 16.664
C -15.264 9.526 16.627
N -15.382 9.063 17.975
C -15.532 7.582 17.976
C -14.283 6.714 17.893
O -13.329 7.064 18.939
C -12.331 6.038 19.191
H -14.226 13.427 17.367
H -13.299 12.830 16.012
H -12.566 12.956 17.615
H -14.930 11.334 15.619
H -15.935 11.622 17.067
H -14.481 9.042 16.044
H -16.181 9.361 16.061
H -14.554 9.285 18.509
H -16.299 7.191 17.308
H -15.970 7.461 18.967
H -13.762 6.731 16.936
H -14.691 5.703 17.881
H -12.854 5.129 19.489
H -11.612 6.334 19.954
H -11.773 5.732 18.306
C -15.642 16.776 8.430
O -14.384 16.108 8.706
C -14.268 14.753 8.374
C -12.856 14.331 8.658
N -11.879 14.984 7.783
C -10.549 14.796 8.205
C -9.611 15.426 7.157
O -9.790 16.799 7.093
C -8.845 17.425 6.204
H -16.499 16.302 8.909
H -15.863 16.934 7.375
H -15.684 17.755 8.908
H -14.641 14.602 7.361
H -14.923 14.170 9.023
H -12.801 13.242 8.633
H -12.628 14.598 9.690
H -12.171 15.949 7.730
H -10.330 13.730 8.280
H -10.487 15.282 9.178
H -9.885 15.078 6.161
H -8.600 15.155 7.463
H -7.843 17.357 6.626
H -9.185 18.459 6.260
H -8.790 17.125 5.158
C -8.682 10.988 17.398
O -9.799 10.872 16.520
C -10.649 9.770 16.851
C -11.724 9.677 15.837
N -11.132 9.391 14.553
C -12.086 9.116 13.441
C -12.863 10.356 13.050
O -12.048 11.420 12.558
C -12.802 12.616 12.198
H -8.175 10.066 17.682
H -8.870 11.570 18.301
H -7.944 11.590 16.869
H -11.125 9.914 17.821
H -10.084 8.838 16.900
H -12.175 10.669 15.816
H -12.441 8.894 16.083
H -10.549 10.174 14.295
H -12.849 8.384 13.707
H -11.622 8.605 12.597
H -13.524 10.553 13.893
H -13.502 10.085 12.210
H -13.347 12.871 13.107
H -13.532 12.406 11.416
H -12.141 13.425 11.886
*
```